{"formula": "C54H122N6O8", "method": "ωB97M-V/def2-TZVPD", "elements": ["C", "C", "C", "C", "N", "C", "C", "C", "C", "C", "C", "C", "H", "H", "H", "H", "H", "H", "H", "H", "H", "H", "H", "H", "H", "H", "H", "H", "H", "H", "H", "H", "H", "H", "H", "H", "C", "C", "C", "C", "N", "C", "C", "C", "C", "C", "C", "C", "H", "H", "H", "H", "H", "H", "H", "H", "H", "H", "H", "H", "H", "H", "H", "H", "H", "H", "H", "H", "H", "H", "H", "H", "C", "C", "C", "C", "N", "C", "C", "C", "C", "C", "C", "C", "H", "H", "H", "H", "H", "H", "H", "H", "H", "H", "H", "H", "H", "H", "H", "H", "H", "H", "H", "H", "H", "H", "H", "H", "C", "C", "C", "C", "N", "C", "C", "C", "C", "C", "C", "C", "H", "H", "H", "H", "H", "H", "H", "H", "H", "H", "H", "H", "H", "H", "H", "H", "H", "H", "H", "H", "H", "H", "H", "H", "C", "C", "C", "O", "C", "N", "H", "H", "H", "H", "H", "H", "H", "H", "H", "H", "H", "H", "C", "C", "C", "O", "C", "N", "H", "H", "H", "H", "H", "H", "H", "H", "H", "H", "H", "H", "O", "C", "O", "O", "H", "O", "C", "O", "O", "H"], "xyz": [[-3.69, -0.52, 2.05], [-4.22, -1.38, 0.94], [-5.15, -2.53, 1.52], [-6.52, -2.06, 1.99], [-7.34, -3.07, 2.74], [-7.67, -4.30, 1.87], [-7.29, -5.54, 2.56], [-6.22, -5.04, 3.62], [-6.59, -3.62, 4.00], [-8.58, -2.34, 3.14], [-9.60, -3.14, 3.93], [-10.89, -2.36, 3.85], [-3.11, 0.35, 1.75], [-3.05, -1.10, 2.77], [-4.55, -0.08, 2.55], [-3.40, -1.99, 0.51], [-4.73, -0.84, 0.13], [-4.60, -2.93, 2.36], [-5.37, -3.22, 0.67], [-7.21, -1.67, 1.25], [-6.36, -1.33, 2.74], [-8.69, -4.22, 1.56], [-7.02, -4.19, 1.00], [-8.09, -6.01, 3.07], [-6.97, -6.26, 1.78], [-6.21, -5.64, 4.51], [-5.23, -5.11, 3.19], [-7.35, -3.65, 4.71], [-5.74, -3.00, 4.22], [-8.92, -1.95, 2.20], [-8.27, -1.50, 3.77], [-9.24, -3.35, 4.93], [-9.72, -4.14, 3.51], [-11.68, -2.83, 4.40], [-11.26, -2.26, 2.83], [-10.70, -1.36, 4.27], [-0.68, -7.47, -4.50], [-1.10, -6.06, -4.25], [-0.62, -5.03, -5.28], [0.88, -5.04, -5.38], [1.45, -4.40, -6.59], [0.99, -5.22, -7.84], [2.08, -6.29, -8.11], [3.21, -5.98, -7.10], [2.90, -4.63, -6.50], [1.13, -2.95, -6.85], [1.57, -1.99, -5.76], [1.29, -0.55, -6.30], [-1.03, -7.88, -5.43], [-1.05, -8.13, -3.77], [0.42, -7.65, -4.44], [-0.76, -5.66, -3.26], [-2.15, -6.01, -4.17], [-0.87, -4.06, -4.93], [-1.16, -5.15, -6.24], [1.21, -6.08, -5.38], [1.31, -4.50, -4.59], [1.05, -4.57, -8.73], [-0.02, -5.52, -7.68], [2.42, -6.27, -9.13], [1.63, -7.26, -8.03], [4.17, -5.92, -7.58], [3.37, -6.71, -6.32], [3.37, -3.86, -7.06], [3.22, -4.55, -5.48], [0.05, -2.91, -7.06], [1.58, -2.80, -7.80], [2.60, -1.99, -5.45], [1.04, -2.10, -4.80], [1.81, -0.27, -7.22], [1.72, 0.18, -5.53], [0.21, -0.35, -6.48], [3.77, 1.60, 3.29], [3.14, 1.51, 4.68], [2.98, 0.08, 5.08], [2.62, -0.04, 6.55], [1.87, -1.31, 6.95], [2.75, -2.54, 6.65], [3.75, -2.59, 7.76], [2.97, -1.99, 8.99], [1.69, -1.48, 8.44], [0.57, -1.46, 6.11], [-0.25, -0.21, 6.03], [-1.52, -0.49, 5.19], [3.12, 1.14, 2.51], [4.77, 1.17, 3.31], [3.90, 2.65, 3.01], [2.12, 1.94, 4.56], [3.75, 2.08, 5.40], [3.84, -0.51, 5.04], [2.24, -0.29, 4.39], [1.99, 0.79, 6.88], [3.48, -0.09, 7.21], [2.01, -3.30, 6.63], [3.11, -2.38, 5.65], [4.02, -3.63, 8.03], [4.70, -2.08, 7.55], [2.73, -2.73, 9.77], [3.62, -1.15, 9.43], [0.91, -2.26, 8.59], [1.30, -0.61, 8.91], [0.10, -2.26, 6.64], [0.86, -1.96, 5.14], [0.29, 0.62, 5.59], [-0.42, 0.11, 7.08], [-2.22, -1.28, 5.55], [-1.24, -0.84, 4.25], [-2.13, 0.42, 5.08], [3.60, 6.77, 0.54], [4.70, 6.87, -0.55], [4.29, 6.54, -1.97], [3.10, 7.26, -2.64], [2.89, 6.98, -4.09], [3.08, 5.53, -4.32], [3.22, 5.33, -5.84], [4.09, 6.63, -6.22], [4.03, 7.54, -4.94], [1.58, 7.56, -4.54], [0.38, 6.66, -4.21], [-0.94, 7.41, -4.68], [2.81, 7.50, 0.38], [4.02, 6.98, 1.56], [3.08, 5.81, 0.52], [5.53, 6.17, -0.34], [5.05, 7.95, -0.60], [4.04, 5.47, -1.92], [5.23, 6.63, -2.51], [3.20, 8.29, -2.54], [2.19, 6.95, -2.15], [2.46, 4.93, -3.64], [4.16, 5.38, -3.97], [2.27, 5.35, -6.42], [3.76, 4.39, -6.07], [3.61, 7.09, -7.05], [5.08, 6.23, -6.53], [3.86, 8.56, -5.20], [4.91, 7.42, -4.41], [1.63, 7.71, -5.60], [1.46, 8.54, -4.05], [0.30, 6.35, -3.18], [0.38, 5.76, -4.88], [-1.02, 8.45, -4.40], [-1.75, 6.88, -4.22], [-0.99, 7.46, -5.77], [4.03, 0.07, -2.83], [3.25, -1.07, -2.23], [4.04, -2.34, -2.03], [4.39, -2.82, -3.30], [5.75, -3.28, -3.41], [2.68, -0.70, -0.91], [2.19, 0.23, -1.03], [1.92, -1.32, -0.42], [3.35, -0.53, -0.15], [5.04, 0.09, -2.37], [3.62, 1.04, -2.63], [4.03, 0.03, -3.90], [2.36, -1.21, -2.88], [3.52, -3.06, -1.40], [5.00, -2.07, -1.53], [6.00, -3.17, -4.47], [5.95, -4.33, -3.11], [6.46, -2.57, -2.86], [-0.23, 3.67, 3.60], [-1.45, 3.99, 2.65], [-2.64, 4.47, 3.45], [-2.73, 3.51, 4.50], [-4.06, 3.43, 5.08], [-1.08, 5.07, 1.68], [0.18, 4.41, 0.71], [-1.89, 5.28, 1.09], [-0.75, 5.91, 2.19], [-0.06, 4.46, 4.37], [0.67, 3.32, 3.07], [-0.61, 2.76, 4.11], [-1.78, 3.16, 2.07], [-3.51, 4.66, 2.81], [-2.35, 5.41, 3.89], [-4.84, 3.30, 4.30], [-4.31, 4.38, 5.59], [-4.06, 2.64, 5.80], [-0.51, -2.12, 2.10], [0.54, -1.46, 1.42], [1.07, -2.15, 0.51], [0.88, -0.32, 1.78], [-0.52, -3.01, 1.75], [0.09, 2.16, 0.91], [0.97, 2.68, 0.05], [0.83, 3.97, 0.00], [1.78, 2.00, -0.58], [0.33, 1.26, 1.22]], "mulliken_charge": [-0.78, -0.51, -0.22, -1.15, 0.43, -0.56, -0.69, -0.57, -0.68, -1.05, -0.13, -1.43, 0.21, 0.03, 0.37, 0.27, 0.40, 0.18, 0.34, 0.32, 0.56, 0.38, 0.33, 0.33, 0.38, 0.51, 0.24, 0.45, 0.25, 0.46, 0.44, 0.41, 0.32, 0.43, 0.36, 0.34, -1.27, -0.62, -0.60, -1.04, 0.33, -0.49, -0.78, -0.82, -0.69, -1.12, 0.23, -1.45, 0.33, 0.48, 0.30, 0.25, 0.46, 0.29, 0.46, 0.40, 0.52, 0.40, 0.38, 0.35, 0.34, 0.45, 0.41, 0.60, 0.37, 0.47, 0.64, 0.22, 0.17, 0.38, 0.27, 0.39, -1.34, 0.04, -0.61, -1.34, 0.19, -0.74, -0.91, -0.46, -0.64, -1.18, 0.30, -0.86, 0.03, 0.49, 0.44, -0.15, 0.45, 0.85, 0.05, 0.44, 0.70, 0.61, 0.53, 0.38, 0.34, 0.38, 0.29, 0.38, 0.45, 0.75, 0.37, -0.22, 0.37, 0.47, -0.16, 0.29, -1.01, -0.69, -0.61, -0.70, 0.49, -0.92, -0.69, -0.67, -0.67, -0.81, -0.12, -1.44, 0.32, 0.36, 0.15, 0.35, 0.31, 0.37, 0.35, 0.47, 0.44, 0.55, 0.49, 0.27, 0.45, 0.38, 0.35, 0.36, 0.38, 0.48, 0.37, 0.34, 0.19, 0.39, 0.40, 0.36, -1.72, 0.81, -0.88, -0.21, -0.81, 0.34, 0.21, 0.29, 0.30, 0.35, 0.62, 0.29, -0.16, 0.40, 0.47, 0.25, 0.31, 0.38, -0.77, 0.49, -1.10, -0.15, -0.93, -0.55, 0.42, 0.28, 0.32, 0.38, 0.24, 0.07, -0.07, 0.45, 0.40, 0.34, 0.34, 0.27, -0.39, 0.56, -0.89, -0.55, 0.23, -0.19, 0.75, -0.47, -0.86, 0.15], "charge": 4, "e_tot_ha": -3059.97603, "spin_multiplicity": 1, "e_above_lowest_ev": 0.000}


{"formula": "C54H123N5O12S6", "method": "ωB97M-V/def2-TZVPD", "elements": ["C", "C", "N", "C", "C", "C", "C", "H", "H", "H", "H", "H", "H", "H", "H", "H", "H", "H", "H", "H", "H", "H", "C", "C", "N", "C", "C", "C", "C", "H", "H", "H", "H", "H", "H", "H", "H", "H", "H", "H", "H", "H", "H", "H", "C", "C", "N", "C", "C", "C", "C", "H", "H", "H", "H", "H", "H", "H", "H", "H", "H", "H", "H", "H", "H", "H", "C", "C", "N", "C", "C", "C", "C", "H", "H", "H", "H", "H", "H", "H", "H", "H", "H", "H", "H", "H", "H", "H", "C", "C", "N", "C", "C", "C", "C", "H", "H", "H", "H", "H", "H", "H", "H", "H", "H", "H", "H", "H", "H", "H", "C", "C", "C", "S", "O", "O", "C", "H", "H", "H", "H", "H", "H", "H", "H", "C", "C", "C", "S", "O", "O", "C", "H", "H", "H", "H", "H", "H", "H", "H", "C", "C", "C", "S", "O", "O", "C", "H", "H", "H", "H", "H", "H", "H", "H", "C", "C", "C", "S", "O", "O", "C", "H", "H", "H", "H", "H", "H", "H", "H", "C", "C", "C", "S", "O", "O", "C", "H", "H", "H", "H", "H", "H", "H", "H", "C", "C", "C", "S", "O", "O", "C", "H", "H", "H", "H", "H", "H", "H", "H"], "xyz": [[8.55, -5.50, 1.12], [7.11, -5.75, 1.47], [6.57, -4.86, 2.53], [6.19, -3.54, 2.04], [4.87, -3.13, 2.61], [7.48, -4.73, 3.68], [7.69, -6.12, 4.35], [9.26, -5.94, 1.82], [8.89, -4.46, 1.06], [8.73, -5.86, 0.10], [6.47, -5.70, 0.58], [6.86, -6.74, 1.86], [6.92, -2.76, 2.30], [6.24, -3.41, 0.95], [4.84, -3.05, 3.70], [4.44, -2.22, 2.17], [4.07, -3.86, 2.44], [6.92, -4.17, 4.43], [8.43, -4.25, 3.44], [8.63, -6.52, 3.96], [6.91, -6.82, 4.06], [7.76, -6.10, 5.44], [-1.24, 5.46, -4.97], [-0.73, 5.01, -3.58], [-0.27, 6.04, -2.71], [1.06, 6.62, -2.95], [2.18, 5.62, -2.60], [-1.26, 6.87, -2.05], [-2.04, 6.19, -0.93], [-1.43, 4.63, -5.66], [-0.39, 5.96, -5.44], [-2.12, 6.10, -4.93], [-1.48, 4.46, -3.01], [0.07, 4.28, -3.73], [1.19, 6.85, -4.01], [1.19, 7.50, -2.33], [2.14, 5.19, -1.60], [2.55, 4.97, -3.39], [3.10, 6.23, -2.57], [-2.01, 7.19, -2.79], [-0.84, 7.79, -1.64], [-1.36, 5.94, -0.11], [-2.60, 5.37, -1.36], [-2.75, 6.91, -0.51], [2.01, -0.51, 0.42], [0.79, -0.53, -0.50], [-0.21, 0.45, -0.06], [0.47, 1.75, -0.16], [-0.44, 2.92, 0.04], [-1.45, 0.45, -0.84], [-2.25, -0.83, -0.60], [1.60, -0.51, 1.44], [2.68, 0.31, 0.16], [2.78, -1.29, 0.36], [0.98, -0.50, -1.59], [0.51, -1.59, -0.42], [1.25, 1.98, 0.57], [0.84, 1.85, -1.19], [-1.00, 2.98, 0.98], [0.14, 3.86, 0.11], [-1.15, 3.18, -0.75], [-1.35, 0.88, -1.84], [-2.11, 1.22, -0.41], [-3.28, -0.91, -0.95], [-2.42, -0.90, 0.47], [-1.76, -1.70, -1.03], [-0.16, -4.09, -0.24], [-0.32, -5.60, 0.16], [-1.28, -6.20, -0.75], [-1.21, -7.65, -0.78], [-1.93, -8.33, -1.97], [-2.63, -5.68, -0.67], [-3.47, -6.01, 0.59], [0.89, -3.79, -0.30], [-0.72, -3.59, 0.54], [-0.58, -4.00, -1.25], [0.56, -6.22, -0.01], [-0.67, -5.55, 1.20], [-1.62, -8.13, 0.12], [-0.19, -8.05, -0.77], [-2.18, -7.58, -2.73], [-2.88, -8.78, -1.69], [-1.34, -9.14, -2.38], [-2.59, -4.58, -0.69], [-3.16, -5.84, -1.61], [-3.15, -5.35, 1.39], [-4.52, -5.85, 0.33], [-3.29, -7.07, 0.77], [6.37, 6.83, 3.93], [6.59, 6.52, 2.44], [5.42, 6.43, 1.59], [4.89, 5.09, 1.58], [3.49, 4.89, 0.92], [5.73, 7.00, 0.28], [6.02, 8.48, 0.22], [5.71, 7.67, 4.18], [7.30, 7.07, 4.44], [5.88, 5.95, 4.34], [7.38, 7.15, 2.01], [7.22, 5.61, 2.40], [5.53, 4.31, 1.15], [4.66, 4.86, 2.62], [3.21, 3.87, 1.24], [2.64, 5.43, 1.32], [3.54, 4.78, -0.16], [5.04, 6.64, -0.49], [6.68, 6.58, -0.12], [5.21, 9.11, 0.59], [6.22, 8.83, -0.79], [6.91, 8.85, 0.73], [-6.55, 1.02, -1.85], [-5.45, 2.11, -1.93], [-5.03, 2.09, -3.41], [-6.56, 1.73, -4.33], [-6.30, 0.57, -5.18], [-7.08, 2.90, -4.96], [-7.60, 1.29, -2.90], [-6.86, 0.90, -0.81], [-6.16, 0.01, -2.01], [-4.55, 2.04, -1.33], [-5.81, 3.14, -1.90], [-4.26, 1.34, -3.61], [-4.67, 3.02, -3.85], [-8.21, 0.42, -3.13], [-8.26, 2.11, -2.63], [3.00, 2.08, 4.60], [3.45, 3.52, 4.65], [2.52, 4.32, 5.59], [0.90, 3.51, 5.32], [-0.01, 4.39, 4.58], [0.50, 2.99, 6.61], [1.51, 2.17, 4.23], [3.12, 1.60, 5.58], [3.55, 1.50, 3.86], [3.29, 3.93, 3.65], [4.51, 3.55, 4.89], [2.38, 5.39, 5.43], [2.92, 4.23, 6.59], [1.41, 2.61, 3.24], [0.86, 1.31, 4.38], [-6.72, -1.82, 0.68], [-5.42, -2.52, 1.08], [-5.47, -3.09, 2.49], [-7.26, -3.15, 2.89], [-7.42, -2.79, 4.30], [-7.95, -4.35, 2.40], [-7.69, -1.73, 1.86], [-7.07, -2.33, -0.23], [-6.56, -0.81, 0.30], [-4.52, -1.97, 0.80], [-5.21, -3.40, 0.47], [-4.99, -2.59, 3.34], [-5.07, -4.09, 2.61], [-7.45, -0.97, 2.60], [-8.69, -1.68, 1.46], [-5.59, -4.77, -5.08], [-6.29, -3.41, -4.69], [-5.27, -2.45, -4.08], [-4.19, -3.56, -3.05], [-4.81, -3.81, -1.76], [-2.82, -3.10, -2.97], [-4.40, -5.03, -4.13], [-5.07, -4.72, -6.04], [-6.34, -5.56, -5.10], [-7.01, -3.71, -3.92], [-6.82, -3.07, -5.58], [-5.53, -1.71, -3.34], [-4.59, -2.13, -4.87], [-4.28, -6.01, -3.68], [-3.46, -4.88, -4.67], [2.70, -3.79, -4.07], [3.66, -3.97, -2.87], [4.97, -3.55, -3.46], [4.65, -1.89, -4.15], [5.36, -1.60, -5.37], [4.65, -0.91, -3.07], [2.88, -2.29, -4.42], [1.70, -4.09, -3.74], [2.91, -4.38, -4.95], [3.72, -4.99, -2.47], [3.39, -3.54, -1.90], [5.31, -4.28, -4.19], [5.80, -3.42, -2.76], [2.63, -2.10, -5.47], [2.24, -1.72, -3.75], [-2.77, 2.92, 3.67], [-2.21, 1.46, 3.66], [-3.41, 0.58, 4.08], [-4.64, 1.16, 2.90], [-5.99, 1.04, 3.39], [-4.29, 0.64, 1.60], [-4.18, 2.90, 3.08], [-2.12, 3.52, 3.03], [-2.72, 3.30, 4.69], [-1.35, 1.27, 4.31], [-1.79, 1.16, 2.70], [-3.78, 0.78, 5.08], [-3.28, -0.49, 3.90], [-4.91, 3.28, 3.80], [-4.32, 3.34, 2.09]], "mulliken_charge": [-1.07, -0.66, 0.05, -0.52, -1.21, -0.46, -1.28, 0.28, 0.34, 0.36, 0.40, 0.36, 0.26, 0.46, 0.31, 0.24, 0.32, 0.44, 0.42, 0.26, 0.34, 0.37, -1.36, -0.38, 0.55, -0.59, -0.86, -0.71, -0.74, 0.43, 0.35, 0.29, -0.06, 0.35, 0.17, 0.48, -0.10, 0.43, 0.41, 0.23, 0.43, 0.14, 0.05, 0.49, -1.64, 0.53, 0.97, -0.66, -0.66, -0.75, -0.54, 0.33, 0.37, 0.38, 0.74, -0.91, 0.30, 0.28, -0.06, 0.08, 0.25, 0.42, 0.05, 0.14, 0.02, 0.24, -0.67, -0.74, 0.45, -0.69, -0.98, 1.33, -1.10, 0.35, 0.21, 0.16, 0.40, 0.21, 0.44, 0.51, 0.14, 0.27, 0.37, -0.86, -0.59, 0.16, 0.31, 0.41, -1.07, -0.52, 0.20, -0.05, -1.10, -0.26, -1.36, 0.30, 0.40, 0.03, 0.54, 0.28, 0.08, -0.09, 0.24, 0.43, 0.57, 0.28, 0.27, 0.32, 0.41, 0.34, 0.94, -0.45, -0.84, 1.12, -0.61, -0.69, -0.92, 0.39, -0.98, 0.08, 0.32, 0.32, 0.52, 0.44, 0.41, -1.09, 0.25, -0.97, 1.17, -0.64, -0.69, -0.35, 0.37, 0.47, -0.62, 0.59, 0.46, 0.34, -0.08, 0.63, 0.64, 1.38, -0.79, 1.13, -0.70, -0.67, -0.82, 0.50, -0.96, -0.83, -0.37, 0.20, 0.51, 0.27, 0.52, -0.66, -0.61, 0.45, 1.15, -0.61, -0.70, -0.94, 0.27, 0.36, 0.31, 0.40, -0.81, 0.36, 0.38, 0.46, -0.67, -0.35, -0.74, 1.08, -0.66, -0.60, -0.22, 0.30, 0.34, 0.38, 0.06, 0.36, 0.40, 0.43, -0.08, -0.43, 0.47, -1.21, 1.07, -0.83, -0.19, -1.06, 0.16, 0.49, 0.16, -0.32, 0.41, 0.49, 0.40, 0.39], "charge": 0, "e_tot_ha": -5696.75226, "smiles": "O=S1(=O)CCCC1.O=S1(=O)CCCC1.O=S1(=O)CCCC1.O=S1(=O)CCCC1.O=S1(=O)CCCC1.O=S1(=O)CCCC1.CCN(CC)CC.CCN(CC)CC.CCN(CC)CC.CCN(CC)CC.CCN(CC)CC", "spin_multiplicity": 1, "e_above_lowest_ev": 5.366}